84
Properties=species:S:1:pos:R:3:lowdin_charge:R:1 method="wB97M-V/def2-TZVPD" total_charge=+2 gap_ev="4.354 / 6.320" relative_energy_kj_mol=0.0
Tl -0.535 0.745 -0.234 0.729
S 2.356 0.649 -0.802 0.571
C 2.922 0.554 0.775 -0.807
N 4.157 0.959 1.167 0.091
N 4.848 1.563 0.274 0.041
C 6.172 1.987 0.472 -0.212
C 6.846 1.723 1.662 -0.004
C 8.159 2.135 1.778 -0.051
C 8.782 2.806 0.726 -0.047
C 8.091 3.071 -0.449 -0.055
C 6.779 2.660 -0.583 -0.008
N 2.273 -0.002 1.890 0.050
N 1.062 -0.221 1.746 -0.029
C 0.450 -0.873 2.856 -0.259
C 1.148 -1.256 4.002 -0.011
C 0.470 -1.880 5.031 -0.053
C -0.897 -2.125 4.926 -0.058
C -1.589 -1.751 3.785 -0.063
C -0.912 -1.124 2.752 -0.052
H 4.420 1.699 -0.651 0.083
H 6.336 1.208 2.465 0.114
H 8.706 1.936 2.690 0.117
H 9.811 3.125 0.827 0.117
H 8.578 3.600 -1.258 0.117
H 6.227 2.857 -1.496 0.122
H 2.207 -1.050 4.070 0.113
H 1.003 -2.170 5.927 0.115
H -1.422 -2.603 5.743 0.114
H -2.653 -1.935 3.707 0.111
H -1.440 -0.828 1.854 0.042
Cl 0.850 3.238 1.198 0.456
C 0.150 4.267 2.490 -0.962
Cl 0.373 3.553 4.076 0.551
H -0.908 4.372 2.293 0.033
H 0.662 5.218 2.446 0.035
C 0.363 -5.374 -1.381 -0.461
P 0.130 -3.865 -0.284 1.057
C -0.698 -2.739 -1.477 -0.396
C -1.887 -2.188 -0.999 -0.203
C -2.681 -1.372 -1.797 -0.134
C -2.282 -1.076 -3.091 -0.074
C -1.103 -1.622 -3.589 -0.054
C -0.329 -2.460 -2.797 -0.087
C 1.907 -3.415 -0.197 -0.396
C 2.726 -3.018 -1.255 -0.106
C 4.096 -2.895 -1.079 -0.074
C 4.666 -3.141 0.166 -0.067
C 3.859 -3.496 1.236 -0.071
C 2.490 -3.642 1.052 -0.123
P -1.136 -6.429 -1.522 1.191
C -2.100 -6.261 -0.005 -0.423
C -3.332 -5.615 -0.027 -0.095
C -3.978 -5.325 1.168 -0.061
C -3.384 -5.664 2.374 -0.050
C -2.158 -6.324 2.396 -0.052
C -1.515 -6.631 1.211 -0.097
C -0.623 -8.119 -1.576 -0.370
C 0.651 -8.490 -2.050 -0.071
C 1.028 -9.814 -2.026 -0.043
C 0.135 -10.786 -1.573 -0.016
C -1.144 -10.436 -1.145 -0.040
C -1.534 -9.114 -1.158 -0.064
H 1.168 -5.980 -0.966 0.061
H 0.649 -5.051 -2.384 0.049
H -2.218 -2.457 -0.002 0.087
H -3.616 -0.980 -1.413 0.116
H -2.895 -0.445 -3.721 0.119
H -0.796 -1.413 -4.606 0.118
H 0.552 -2.911 -3.236 0.092
H 2.310 -2.822 -2.234 0.086
H 4.718 -2.601 -1.915 0.112
H 5.737 -3.057 0.300 0.112
H 4.296 -3.666 2.212 0.111
H 1.860 -3.937 1.886 0.094
H -3.792 -5.348 -0.972 0.111
H -4.944 -4.836 1.152 0.116
H -3.880 -5.423 3.305 0.116
H -1.705 -6.601 3.339 0.117
H -0.571 -7.162 1.228 0.119
H 1.341 -7.743 -2.421 0.108
H 2.014 -10.100 -2.367 0.121
H 0.434 -11.827 -1.570 0.124
H -1.834 -11.199 -0.809 0.122
H -2.529 -8.838 -0.834 0.116

***

78
Properties=species:S:1:pos:R:3:lowdin_charge:R:1 method="wB97M-V/def2-TZVPD" total_charge=+1 gap_ev=6.932 relative_energy_kj_mol=0.0
Pb 1.175 0.016 2.141 1.652
F 0.654 -0.804 -0.063 -0.504
C 3.054 1.911 -0.171 -0.078
O 1.999 1.990 0.792 -0.406
C 1.468 3.311 0.908 -0.191
C 0.826 3.434 2.277 -0.182
N -0.086 2.332 2.638 -0.119
C -1.145 2.218 1.626 -0.182
C -2.077 1.059 1.991 -0.183
O -1.323 -0.143 1.978 -0.333
C -2.197 -1.250 1.687 -0.038
H 4.001 2.395 0.094 0.106
H 2.675 2.160 -1.158 0.088
H 3.439 0.894 -0.037 0.090
H 0.798 3.431 0.053 0.127
H 2.310 4.003 0.857 0.138
H 0.313 4.406 2.278 0.133
H 1.573 3.600 3.056 0.129
H -0.411 2.467 3.588 0.120
H -0.659 2.044 0.665 0.102
H -1.752 3.123 1.519 0.144
H -2.886 1.015 1.263 0.135
H -2.462 1.314 2.984 0.132
H -1.711 -2.217 1.687 0.074
H -2.734 -1.045 0.760 0.094
H -3.027 -1.289 2.401 0.105
C -1.297 -5.521 0.993 -0.072
O -0.475 -4.373 0.968 -0.211
C 0.902 -4.603 0.937 -0.207
C 1.623 -3.256 1.153 -0.158
N 0.919 -2.471 2.191 -0.184
C 1.288 -2.796 3.574 -0.189
C 0.191 -2.273 4.482 -0.228
O -0.053 -0.895 4.310 -0.332
C -0.954 -0.380 5.277 -0.065
H -2.307 -5.262 0.678 0.093
H -1.367 -5.996 1.976 0.093
H -0.841 -6.182 0.246 0.096
H 1.223 -5.037 -0.013 0.137
H 1.281 -5.196 1.781 0.121
H 1.507 -2.706 0.216 0.088
H 2.695 -3.355 1.312 0.134
H -0.065 -2.661 2.078 0.059
H 2.189 -2.259 3.879 0.119
H 1.284 -3.880 3.699 0.136
H 0.585 -2.529 5.474 0.136
H -0.744 -2.839 4.395 0.142
H -1.947 -0.802 5.105 0.104
H -1.018 0.706 5.220 0.085
H -0.619 -0.602 6.292 0.103
C 2.493 1.206 -4.053 -0.028
C 2.181 0.223 -3.126 -0.050
C 1.335 -0.807 -3.463 -0.339
C 0.712 -0.866 -4.693 0.005
C 0.981 0.153 -5.618 0.007
C 1.846 1.231 -5.272 -0.336
O 2.139 2.249 -6.133 0.034
O 1.088 -1.763 -2.510 0.011
H 3.202 2.002 -3.859 0.118
H 2.611 0.238 -2.134 0.089
H 0.085 -1.712 -4.934 0.121
H 0.541 0.281 -6.599 0.111
H 2.093 1.983 -7.056 0.106
H 1.123 -1.390 -1.608 0.031
C -0.848 1.964 -2.408 -0.025
C -1.073 3.082 -3.199 -0.020
C -2.332 3.418 -3.656 -0.339
C -3.408 2.672 -3.225 -0.007
C -3.218 1.524 -2.459 -0.001
C -1.930 1.176 -2.044 -0.334
O -1.789 0.040 -1.314 0.029
O -2.523 4.463 -4.532 0.037
H 0.189 1.766 -2.162 0.098
H -0.222 3.596 -3.636 0.121
H -4.356 2.872 -3.710 0.123
H -4.011 0.814 -2.272 0.117
H -0.836 -0.003 -1.113 0.062
H -1.883 4.379 -5.246 0.106

***

16
Properties=species:S:1:pos:R:3:nbo_charge:R:1 method="wB97M-V/def2-TZVPD" total_charge=+1 gap_ev=11.194 relative_energy_kj_mol=68.2
C 0.445 -0.669 -2.099 -0.422
N 0.251 -0.540 -0.620 -0.492
C 0.008 0.890 -0.100 -0.215
C -0.073 0.782 1.432 -0.254
N -0.677 -0.502 1.789 -0.877
H 1.214 0.031 -2.426 0.236
H 0.594 -1.728 -2.248 0.243
H -0.414 -0.233 -2.610 0.237
H -0.553 -1.086 -0.338 0.450
H 1.046 -0.825 -0.052 0.435
H -0.913 1.247 -0.550 0.227
H 0.926 1.388 -0.395 0.227
H -0.640 1.592 1.888 0.224
H 0.954 0.841 1.790 0.211
H -1.689 -0.459 1.785 0.375
H -0.477 -0.730 2.753 0.395

***

52
Properties=species:S:1:pos:R:3:nbo_charge:R:1 method="wB97M-V/def2-TZVPD" total_charge=+1 gap_ev=7.353 relative_energy_kj_mol=31.9
Pt 1.106 0.379 -0.160 1.006
Cl 2.784 -5.575 -3.794 0.022
C 2.707 -4.158 -2.800 -0.090
C 3.834 -3.335 -2.673 -0.172
C 3.787 -2.213 -1.887 -0.222
C 2.614 -1.840 -1.200 0.383
O 2.674 -0.767 -0.443 -0.697
C 1.486 -2.683 -1.329 -0.246
C 0.295 -2.498 -0.549 0.209
N -0.060 -1.412 0.039 -0.503
C -1.125 -1.429 0.970 0.199
C -2.334 -2.027 0.749 -0.241
C -3.320 -2.043 1.761 -0.193
C -3.077 -1.478 2.979 -0.167
C -1.834 -0.849 3.235 -0.086
C -1.493 -0.272 4.481 -0.121
C -0.261 0.291 4.644 -0.257
C 0.624 0.316 3.545 0.064
N 0.341 -0.197 2.374 -0.457
C -0.860 -0.801 2.219 0.109
C 1.563 -3.848 -2.120 -0.153
H 4.743 -3.597 -3.197 0.238
H 4.657 -1.582 -1.770 0.225
H -0.330 -3.381 -0.408 0.201
H -2.539 -2.488 -0.210 0.226
H -4.270 -2.520 1.562 0.232
H -3.823 -1.510 3.763 0.226
H -2.210 -0.297 5.292 0.230
H 0.042 0.725 5.587 0.236
H 1.597 0.790 3.642 0.204
H 0.703 -4.502 -2.187 0.227
O 2.161 1.930 -1.163 -0.715
C 1.450 3.018 -1.812 -0.066
C 0.430 2.564 -2.862 -0.411
C -0.575 1.478 -2.401 -0.461
C -1.182 1.961 -1.115 0.258
C -2.257 2.835 -1.071 -0.246
C -2.567 3.482 0.112 -0.124
C -1.759 3.280 1.219 -0.243
C -0.710 2.391 1.120 0.056
N -0.456 1.702 -0.004 -0.484
H 3.026 2.215 -0.848 0.523
H 2.195 3.657 -2.283 0.210
H 0.950 3.596 -1.033 0.179
H 0.923 2.216 -3.770 0.234
H -0.106 3.484 -3.110 0.226
H -0.021 0.562 -2.208 0.237
H -1.307 1.259 -3.177 0.244
H -2.818 3.022 -1.976 0.240
H -3.404 4.165 0.160 0.239
H -1.936 3.798 2.150 0.242
H -0.059 2.187 1.955 0.229

***

16
Properties=species:S:1:pos:R:3:nbo_charge:R:1 method="wB97M-V/def2-TZVPD" total_charge=0 gap_ev=8.781 relative_energy_kj_mol=34.8
N -0.356 2.505 -0.451 -0.795
C -0.241 1.179 -0.671 0.433
N -0.220 0.756 -1.848 -0.528
C -0.048 -0.546 -2.085 0.252
N 0.110 -1.542 -1.184 -0.458
C 0.089 -1.116 0.087 0.118
C 0.412 -1.781 1.311 -0.288
C 0.360 -0.841 2.379 -0.045
N 0.149 0.373 1.741 -0.504
C -0.147 0.220 0.466 0.000
H -0.640 3.190 -1.148 0.410
H -0.413 2.870 0.493 0.375
H -0.185 -0.833 -3.114 0.176
H 0.567 -2.847 1.465 0.229
H 0.544 -0.965 3.428 0.225
H -0.200 1.243 2.153 0.399

***

91
Properties=species:S:1:pos:R:3:lowdin_charge:R:1 method="wB97M-V/def2-TZVPD" total_charge=0 gap_ev=9.410 relative_energy_kj_mol=0.0
C 0.424 3.772 4.487 -0.097
O 1.703 4.055 5.031 -0.231
C 1.863 3.589 6.372 -0.203
C 3.064 4.337 6.946 -0.431
C 3.410 3.909 8.359 -0.075
N 2.752 5.789 6.986 0.036
H 0.389 2.746 4.114 0.073
H 0.279 4.458 3.650 0.082
H -0.372 3.988 5.205 0.088
H 0.977 3.773 6.989 0.128
H 2.048 2.513 6.261 0.133
H 3.888 4.166 6.250 0.129
H 3.528 2.826 8.467 0.076
H 2.570 4.190 8.999 0.078
H 4.304 4.390 8.751 0.073
H 3.228 6.192 6.179 0.067
H 1.802 5.977 6.671 0.066
C -1.271 -2.533 -4.418 -0.118
O -1.852 -3.739 -4.868 -0.184
C -1.229 -4.871 -4.285 -0.215
C -1.649 -6.088 -5.103 -0.440
C -1.218 -7.396 -4.470 -0.077
N -1.147 -6.001 -6.487 0.032
H -1.331 -2.329 -3.347 0.067
H -1.804 -1.724 -4.923 0.086
H -0.238 -2.497 -4.780 0.088
H -0.134 -4.848 -4.288 0.128
H -1.614 -4.992 -3.265 0.119
H -2.728 -6.173 -5.246 0.140
H -0.138 -7.574 -4.497 0.076
H -1.584 -8.214 -5.099 0.075
H -1.629 -7.544 -3.473 0.073
H -0.145 -5.856 -6.555 0.067
H -1.562 -5.154 -6.864 0.064
C -0.843 4.297 0.139 -0.099
O -0.754 3.479 -1.014 -0.228
C -1.969 3.393 -1.750 -0.222
C -2.271 4.549 -2.668 -0.412
C -3.646 4.343 -3.340 -0.048
N -1.198 4.598 -3.705 0.032
H -1.652 3.966 0.805 0.100
H -1.048 5.347 -0.079 0.089
H 0.098 4.164 0.671 0.085
H -1.886 2.478 -2.354 0.123
H -2.779 3.120 -1.059 0.109
H -2.169 5.486 -2.116 0.127
H -3.845 3.277 -3.445 0.080
H -3.656 4.848 -4.301 0.067
H -4.412 4.792 -2.704 0.079
H -1.050 3.633 -3.986 0.064
H -1.521 5.109 -4.516 0.056
N -1.477 -5.274 0.003 0.169
C -1.430 -3.915 -0.093 -0.641
N -0.416 -3.460 -0.889 0.163
O -2.231 -3.154 0.441 -0.002
H -2.024 -5.768 0.682 0.104
H -0.747 -5.784 -0.465 0.087
H 0.366 -4.128 -1.017 0.039
H -0.274 -2.468 -0.784 0.067
N 3.682 0.730 1.725 0.162
C 3.163 1.407 2.789 -0.663
N 3.965 2.359 3.348 0.168
O 2.077 1.072 3.246 0.008
H 4.638 0.864 1.458 0.091
H 3.118 -0.028 1.370 0.076
H 4.897 2.508 3.011 0.092
H 3.501 3.080 3.879 0.080
N 2.972 -3.237 -1.039 0.176
C 2.801 -4.537 -1.433 -0.640
N 3.948 -5.139 -1.861 0.159
O 1.702 -5.075 -1.404 0.006
H 2.141 -2.780 -0.692 0.067
H 3.881 -2.905 -0.778 0.099
H 4.858 -4.779 -1.647 0.098
H 3.837 -6.133 -1.979 0.108
N -4.788 -0.715 -0.118 0.156
C -3.781 0.155 0.187 -0.670
N -2.722 -0.424 0.833 0.161
O -3.875 1.372 0.031 -0.013
H -5.636 -0.265 -0.402 0.099
H -4.635 -1.690 0.064 0.091
H -2.483 -1.356 0.494 0.041
H -2.034 0.257 1.102 0.080
N 0.407 1.338 0.614 0.188
C 0.705 0.221 -0.101 -0.646
N 0.195 0.321 -1.390 0.174
O 1.194 -0.810 0.343 -0.002
H -0.087 2.117 0.208 0.054
H 0.586 1.211 1.603 0.087
H 0.163 -0.442 -2.036 0.084
H -0.140 1.238 -1.631 0.068

***

21
Properties=species:S:1:pos:R:3:nbo_charge:R:1 method="wB97M-V/def2-TZVPD" total_charge=+2 spin_multiplicity=2 gap_ev="12.174 / 4.733" relative_energy_kj_mol=310.6
C -0.860 -0.157 1.543 -0.118
O -0.720 -1.582 1.668 -0.295
C 0.136 0.084 0.321 -0.001
C 0.443 1.411 -0.241 -0.449
C -0.566 2.385 0.400 -0.542
N -0.422 -0.788 -0.827 -0.698
H -0.390 0.301 2.502 0.295
H -1.921 0.120 1.432 0.309
H -0.124 -1.828 2.367 0.538
H 1.079 -0.359 0.534 0.255
H 0.237 1.629 -1.302 0.313
H 1.457 1.743 -0.020 0.280
H -0.498 3.333 0.240 0.255
H -0.427 2.271 1.434 0.212
H -1.569 2.125 0.301 0.207
H -1.189 -0.365 -1.281 0.442
H 0.375 -1.292 -1.507 0.517
H -0.779 -1.545 -0.426 0.409
H 1.460 -3.103 -2.596 0.511
H 2.595 -2.251 -2.038 0.512
O 1.683 -2.133 -2.502 -0.952

***

42
Properties=species:S:1:pos:R:3:nbo_charge:R:1 method="wB97M-V/def2-TZVPD" total_charge=0 gap_ev=10.259 relative_energy_kj_mol=662.0
O 3.715 2.132 0.350 -0.937
H 4.470 1.986 0.653 0.440
H 3.058 1.879 0.953 0.475
O -1.291 -1.925 1.580 -0.969
H -1.941 -1.208 1.814 0.517
H -1.717 -2.623 2.000 0.465
O 2.006 0.755 1.646 -0.947
H 2.573 -0.007 1.802 0.512
H 1.745 1.175 2.381 0.485
O 0.702 2.981 -0.758 -0.964
H 0.235 2.070 -0.542 0.491
H 0.915 3.046 -1.605 0.465
O -2.649 -2.965 -0.443 -0.954
H -2.775 -2.786 0.540 0.459
H -2.129 -2.492 -0.899 0.472
O -0.486 2.271 2.480 -0.980
H -1.235 2.501 1.852 0.490
H 0.201 3.019 2.382 0.497
O 2.592 0.748 -2.134 -0.944
H 3.037 0.756 -1.250 0.479
H 1.790 0.795 -1.748 0.457
O 0.023 0.145 -0.409 -1.008
H 0.519 0.360 0.482 0.505
H -0.041 -0.727 -0.132 0.495
O -2.741 0.870 -0.568 -0.966
H -1.832 0.714 -1.113 0.531
H -2.966 1.701 -0.377 0.474
O 1.234 -2.672 1.785 -0.966
H 1.241 -3.264 2.427 0.449
H 0.317 -2.332 1.892 0.488
O -2.451 0.637 1.663 -0.975
H -2.257 0.539 0.762 0.474
H -1.611 0.983 1.910 0.456
O -1.222 1.014 -2.922 -0.960
H -0.874 1.523 -3.563 0.490
H -2.181 0.954 -2.903 0.501
O -0.979 -1.708 -2.042 -1.031
H -0.222 -2.047 -1.535 0.488
H -0.939 -0.745 -2.281 0.494
O 1.284 -2.404 -1.202 -0.992
H 1.167 -3.306 -0.739 0.519
H 1.716 -2.362 -2.186 0.528

***

19
Properties=species:S:1:pos:R:3:nbo_charge:R:1 method="wB97M-V/def2-TZVPD" total_charge=0 gap_ev=9.134 relative_energy_kj_mol=581.8
C -2.115 -0.200 0.255 -0.130
C -1.393 -1.205 0.860 -0.708
O 0.776 -1.005 -0.666 -0.750
H 0.085 -0.105 -1.166 0.400
H -2.819 -0.413 -0.535 0.213
H -2.171 0.789 0.683 0.211
H -1.028 -1.042 1.869 0.229
H -0.083 -1.172 0.116 0.488
H -1.641 -2.233 0.617 0.236
C 2.002 -0.527 -0.096 -0.058
C 1.801 0.580 0.930 -0.642
C -0.875 0.847 -1.482 -0.415
C -1.276 1.884 -1.973 -0.305
H 2.616 -0.168 -0.926 0.187
H 2.511 -1.383 0.354 0.176
H 1.210 0.228 1.777 0.203
H 2.769 0.917 1.306 0.217
H 1.288 1.430 0.480 0.228
H -1.657 2.778 -2.403 0.219

***

16
Properties=species:S:1:pos:R:3:nbo_charge:R:1 method="wB97M-V/def2-TZVPD" total_charge=+1 gap_ev=11.743 relative_energy_kj_mol=134.2
C 1.937 1.110 0.277 -0.417
N 1.462 -0.258 0.526 -0.549
C 0.382 -0.837 0.040 0.688
N -0.130 -1.847 0.766 -0.756
N -0.461 -0.415 -0.939 -0.740
H 1.786 1.698 1.201 0.233
H 2.976 0.951 0.032 0.237
H 1.453 1.439 -0.659 0.214
H 1.961 -0.569 1.334 0.424
H 0.264 -2.056 1.636 0.409
H -1.109 -2.151 0.609 0.421
H -1.373 -0.801 -0.907 0.420
H -0.392 0.590 -0.930 0.413
H -3.168 1.824 0.026 0.489
H -2.078 2.432 -0.789 0.474
O -2.542 1.581 -0.740 -0.958